C29H40NO3P2RhSi | ωB97M-V/def2-TZVPD

ORCA input file:
```
! RIJCOSX wB97M-V def2-TZVPD def2/J DEFGRID3
* xyz 0 5
C -5.149 1.695 -1.907
C -4.062 0.932 -1.369
N -2.804 1.522 -1.351
C -2.618 2.802 -1.771
C -3.654 3.555 -2.324
C -4.940 2.973 -2.391
C -4.207 -0.409 -0.917
P -2.842 -1.144 -0.047
Rh -1.138 0.333 -0.619
P 0.089 2.165 -1.299
C -1.261 3.432 -1.513
O -3.420 -1.228 -3.616
O -1.476 0.486 -4.417
H -6.144 1.240 -1.930
H -3.471 4.577 -2.664
H -5.776 3.543 -2.810
C -3.221 -1.344 1.750
C -2.670 -2.893 -0.613
H -1.011 4.177 -2.288
H -1.314 3.972 -0.548
H -3.721 -0.982 -2.683
H -5.224 -0.809 -0.813
C 1.302 2.940 -0.159
C 0.941 2.098 -2.925
H -0.858 -0.610 -1.591
H -0.930 -0.199 -4.843
H -2.281 -0.038 -4.142
H -4.246 -1.207 -4.131
H -1.338 1.075 0.778
H -1.130 0.014 -2.062
H -4.122 -1.965 1.895
H -2.360 -1.817 2.254
H -3.388 -0.344 2.181
H -3.561 -3.485 -0.337
H -2.566 -2.889 -1.710
H -1.773 -3.341 -0.155
H 1.340 3.086 -3.214
H 1.767 1.370 -2.861
H 0.197 1.744 -3.660
H 1.692 3.894 -0.554
H 0.815 3.104 0.816
H 2.133 2.230 -0.012
O 0.519 -0.234 -0.100
Si 1.693 -0.623 0.961
C 2.185 0.781 2.069
C 3.512 1.242 2.094
C 3.877 2.284 2.951
C 2.924 2.867 3.789
C 1.604 2.408 3.773
C 1.234 1.365 2.917
C 1.242 -1.945 2.184
C 2.107 -2.260 3.246
C 1.759 -3.258 4.164
C 0.552 -3.947 4.022
C -0.302 -3.639 2.960
C 0.055 -2.639 2.051
C 3.124 -1.307 -0.022
C 3.776 -0.511 -0.974
C 4.841 -1.033 -1.719
C 5.258 -2.352 -1.520
C 4.611 -3.153 -0.578
C 3.550 -2.636 0.167
H 4.266 0.799 1.458
H 4.901 2.635 2.967
H 3.210 3.672 4.454
H 0.868 2.857 4.427
H 0.210 1.014 2.918
H 3.046 -1.734 3.365
H 2.424 -3.496 4.985
H 0.279 -4.719 4.730
H -1.236 -4.173 2.840
H -0.570 -2.390 1.229
H 3.464 0.510 -1.142
H 5.343 -0.416 -2.451
H 6.080 -2.757 -2.097
H 4.929 -4.177 -0.426
H 3.067 -3.288 0.881
*
```

Calculated values
⟨S²⟩: 6.03
HOMO (spin up / spin down), eV: -3.972 / -8.490
F_max, eV/Å: 9.59
Energy relative to the best compared isomer or geometry (same formula, charge and spin), kcal/mol: 49.3
Kohn-Sham gap (spin up / spin down), eV: 4.6 / 7.0
DFT total energy, eV: -67812.9291

Results of the Mulliken charge analysis, in e, for atoms 1 through 6:
1. C -1.21
2. C 0.84
3. N 0.52
4. C 0.54
5. C -0.62
6. C -0.73

C29H40O27 | ωB97M-V/def2-TZVPD

ORCA input file:
```
! RIJCOSX wB97M-V def2-TZVPD def2/J DEFGRID3
* xyz 0 1
C 0.414 1.297 0.559
C -0.683 0.608 -0.258
O -1.088 -0.464 0.617
C -0.836 -0.057 1.876
O -1.411 -0.516 2.817
O 0.036 0.971 1.904
H 0.451 2.363 0.344
H 1.417 0.877 0.479
H -0.313 0.171 -1.183
H -1.557 1.196 -0.536
C -0.534 6.312 -2.494
C -0.026 5.829 -1.129
O -0.339 4.416 -1.086
C -0.830 4.089 -2.329
O -1.058 2.960 -2.647
O -1.153 5.158 -3.002
H 0.306 6.779 -3.016
H -1.264 7.120 -2.462
H -0.628 6.385 -0.412
H 1.041 6.006 -1.046
C -0.049 0.201 -4.413
C 0.842 1.350 -4.800
O 1.704 0.847 -5.782
C 1.175 -0.267 -6.320
O 1.561 -0.921 -7.233
O 0.158 -0.679 -5.523
H -1.102 0.467 -4.351
H 0.271 -0.239 -3.469
H 1.429 1.586 -3.909
H 0.375 2.278 -5.132
C -2.417 2.480 4.451
C -3.948 2.353 4.530
O -4.138 1.637 5.741
C -2.986 1.525 6.401
O -2.765 0.826 7.340
O -1.987 2.206 5.771
H -2.159 3.505 4.185
H -2.063 1.791 3.684
H -4.282 1.664 3.755
H -4.423 3.329 4.442
C -3.047 -1.661 -3.569
C -3.920 -0.852 -4.555
O -4.572 0.049 -3.625
C -4.024 -0.019 -2.391
O -4.381 0.589 -1.433
O -2.974 -0.840 -2.446
H -2.068 -1.937 -3.956
H -3.531 -2.604 -3.300
H -4.741 -1.402 -5.004
H -3.306 -0.368 -5.314
C 1.221 0.507 6.269
C 1.203 0.714 4.770
O 1.304 -0.637 4.285
C 0.899 -1.464 5.282
O 0.747 -2.644 5.185
O 0.610 -0.762 6.372
H 0.716 1.343 6.754
H 2.190 0.429 6.770
H 1.979 1.359 4.363
H 0.250 1.142 4.457
C 6.136 2.385 -2.532
C 5.597 2.220 -3.945
O 4.243 1.897 -3.677
C 4.045 1.520 -2.411
O 3.027 1.077 -1.976
O 5.191 1.687 -1.703
H 6.019 3.424 -2.209
H 7.151 2.074 -2.307
H 6.162 1.397 -4.383
H 5.666 3.140 -4.515
C -0.530 -5.027 3.199
C -1.684 -4.308 2.532
C -1.678 -4.296 0.988
O -2.691 -5.248 0.668
C -3.526 -5.422 1.695
O -4.594 -5.947 1.667
O -2.868 -5.050 2.806
H -0.803 -5.299 4.214
H 0.415 -4.487 3.175
H -0.372 -5.901 2.557
H -1.882 -3.360 3.038
H -0.749 -4.610 0.518
H -2.029 -3.333 0.616
C 2.386 -2.114 1.189
C 2.420 -2.294 -0.338
C 2.879 -3.725 -0.743
O 1.738 -4.146 -1.506
C 0.740 -3.243 -1.535
O -0.302 -3.367 -2.104
O 1.104 -2.167 -0.844
H 1.700 -2.806 1.676
H 2.095 -1.116 1.521
H 3.405 -2.233 1.564
H 3.113 -1.614 -0.831
H 3.011 -4.491 0.017
H 3.767 -3.597 -1.360
*
```

Calculated values
HOMO, eV: -10.086
F_max, eV/Å: 2.61
Energy relative to the best compared isomer or geometry (same formula, charge and spin), kcal/mol: 17.9
Kohn-Sham gap, eV: 9.7
DFT total energy, eV: -86004.0867
Structure (SMILES): C[C@H]1COC(=O)O1.C[C@H]1COC(=O)O1.O=C1OCCO1.O=C1OCCO1.O=C1OCCO1.O=C1OCCO1.O=C1OCCO1.O=C1OCCO1.O=C1OCCO1

Results of the Mulliken charge analysis, in e, for atoms 1 through 6:
1. C 0.20
2. C 0.74
3. O -0.19
4. C 0.51
5. O -0.54
6. O -0.35

C29H41BBr2F24GaO6S | ωB97M-V/def2-TZVPD

ORCA input file:
```
! RIJCOSX wB97M-V def2-TZVPD def2/J DEFGRID3
* xyz -1 1
C 6.848 4.933 2.115
O 7.373 3.702 2.552
C 6.849 2.626 1.801
C 5.346 2.400 2.017
C 4.820 1.135 1.297
C 4.063 0.155 2.212
C 3.014 0.806 3.116
C 1.796 1.382 2.339
C 0.470 0.926 3.012
C -0.624 1.993 2.735
C -1.977 1.602 3.381
Ga -3.633 1.857 2.207
S -4.429 -0.288 1.751
B -5.177 2.800 3.315
O -5.354 2.370 4.629
O -5.980 3.775 2.719
C -6.327 4.874 3.550
C -3.320 3.021 0.529
Br -1.935 4.411 0.477
C -4.036 2.907 -0.554
C -5.183 1.949 -0.725
Br -3.699 4.020 -2.141
H 6.981 5.086 1.038
H 7.396 5.709 2.649
H 5.794 5.056 2.375
H 7.054 2.754 0.729
H 7.355 1.721 2.142
H 5.189 2.382 3.097
H 4.787 3.257 1.638
H 4.209 1.478 0.462
H 5.689 0.620 0.873
H 3.545 -0.559 1.564
H 4.794 -0.421 2.787
H 2.644 0.015 3.775
H 3.419 1.572 3.776
H 1.815 1.085 1.290
H 1.831 2.472 2.407
H 0.592 0.726 4.074
H 0.145 0.047 2.447
H -0.269 2.891 3.251
H -0.656 2.113 1.654
H -1.910 0.534 3.623
H -2.149 2.096 4.341
H -3.976 -0.500 0.492
H -6.283 2.546 4.843
H -7.337 5.189 3.263
H -5.687 5.744 3.389
H -6.369 4.646 4.617
H -4.822 0.976 -1.052
H -5.924 2.354 -1.410
H -5.659 1.824 0.246
C -2.047 6.606 -5.923
C -3.369 5.918 -6.298
C -3.453 4.416 -6.037
F -2.504 3.728 -6.712
F -4.653 3.946 -6.456
F -3.667 6.204 -7.588
F -4.339 6.505 -5.545
O -1.095 6.804 -6.960
C -0.258 5.764 -7.300
C -0.540 5.228 -8.704
F -1.828 4.859 -8.842
F 0.226 4.137 -8.942
F -0.304 4.799 -6.367
F 1.000 6.258 -7.283
H -2.318 7.616 -5.620
H -1.592 6.157 -5.040
H -3.354 4.204 -4.971
H -0.317 5.989 -9.456
C -1.489 -3.325 -2.724
C -0.139 -3.840 -2.198
C -0.078 -5.312 -1.793
F -0.957 -5.615 -0.817
F 1.163 -5.600 -1.311
F 0.275 -3.049 -1.188
F 0.765 -3.675 -3.209
O -2.338 -2.669 -1.806
C -3.146 -3.432 -0.983
C -2.740 -3.332 0.486
F -1.438 -3.665 0.661
F -3.476 -4.190 1.228
F -3.184 -4.712 -1.424
F -4.393 -2.948 -1.115
H -1.243 -2.554 -3.452
H -2.023 -4.090 -3.289
H -0.270 -5.963 -2.650
H -2.890 -2.315 0.859
C 3.247 -6.681 2.287
C 3.438 -7.453 0.972
C 2.188 -8.088 0.366
F 1.608 -8.977 1.204
F 2.519 -8.768 -0.763
F 4.416 -8.374 1.136
F 3.907 -6.559 0.058
O 3.529 -7.370 3.496
C 2.561 -8.187 4.036
C 2.959 -9.664 3.996
F 3.263 -10.058 2.744
F 1.929 -10.430 4.426
F 1.373 -7.963 3.446
F 2.423 -7.824 5.329
H 3.983 -5.879 2.265
H 2.281 -6.179 2.327
H 1.455 -7.327 0.099
H 3.826 -9.843 4.634
*
```

Calculated values
HOMO, eV: -4.786
F_max, eV/Å: 2.15
Kohn-Sham gap, eV: 6.8
DFT total energy, eV: -312218.1574

Results of the Mulliken charge analysis, in e, for atoms 1 through 6:
1. C -0.67
2. O -0.37
3. C -0.82
4. C -0.31
5. C -0.69
6. C -1.01

C29H41BN12S5Sr | ωB97M-V/def2-TZVPD

ORCA input file:
```
! RIJCOSX wB97M-V def2-TZVPD def2/J DEFGRID3
* xyz 0 1
Sr 3.904 -16.953 -10.572
C 8.025 -18.697 -12.025
C 6.876 -17.972 -12.407
N 5.792 -18.343 -11.758
N 6.178 -19.355 -10.931
C 7.527 -19.590 -11.100
B 5.164 -20.212 -10.185
N 4.873 -19.669 -8.764
C 5.036 -20.419 -7.642
C 4.944 -19.548 -6.587
C 4.639 -18.317 -7.126
N 4.569 -18.407 -8.455
N 3.852 -20.412 -11.042
C 3.472 -21.598 -11.483
C 2.215 -21.439 -12.078
C 1.865 -20.133 -11.793
N 2.881 -19.487 -11.131
H 8.932 -18.459 -12.497
H 6.750 -17.163 -13.141
H 7.964 -20.402 -10.537
H 5.606 -21.273 -9.928
H 5.416 -21.429 -7.750
H 5.119 -19.828 -5.588
H 4.560 -17.415 -6.641
H 4.072 -22.438 -11.462
H 1.602 -22.216 -12.608
H 1.007 -19.583 -12.195
C -0.100 -14.514 -10.245
N 0.565 -15.397 -11.240
C 0.496 -16.823 -11.029
C 1.474 -14.816 -12.126
N 2.632 -15.435 -12.246
C 3.437 -15.300 -13.441
C 2.893 -15.493 -14.705
C 3.751 -15.548 -15.749
C 5.102 -15.393 -15.544
C 5.670 -15.180 -14.303
C 4.822 -15.049 -13.226
N 5.264 -14.945 -11.863
C 6.289 -14.179 -11.673
N 6.705 -13.127 -12.511
C 5.824 -12.190 -13.282
C 8.128 -12.907 -12.826
N 7.096 -14.350 -10.629
C 7.031 -15.607 -9.908
C 7.382 -13.179 -9.786
N 1.030 -13.724 -12.764
C 1.898 -12.546 -13.092
C -0.406 -13.588 -13.116
H 0.110 -14.834 -9.219
H -1.184 -14.471 -10.309
H 0.379 -13.559 -10.267
H -0.618 -17.030 -10.809
H 1.044 -17.164 -10.170
H 0.826 -17.286 -11.984
H 1.875 -15.646 -14.934
H 3.425 -15.679 -16.749
H 5.738 -15.520 -16.422
H 6.784 -15.089 -14.220
H 4.771 -12.558 -13.195
H 6.079 -12.233 -14.334
H 5.891 -11.190 -12.808
H 8.673 -13.673 -12.265
H 8.428 -11.890 -12.547
H 8.228 -12.982 -13.907
H 7.252 -16.429 -10.604
H 6.033 -15.700 -9.365
H 7.793 -15.678 -9.131
H 7.356 -12.216 -10.384
H 8.376 -13.324 -9.375
H 6.560 -13.149 -9.052
H 2.925 -12.880 -12.832
H 1.709 -11.669 -12.472
H 1.906 -12.270 -14.091
H -0.895 -14.548 -12.921
H -0.521 -13.345 -14.135
H -0.863 -12.750 -12.507
C 2.424 -13.169 -4.964
S 1.202 -13.386 -6.287
C 2.065 -12.812 -7.730
C 2.757 -13.657 -8.501
S 3.251 -15.302 -8.225
S 3.491 -12.876 -9.882
C 2.943 -11.230 -9.647
S 2.999 -9.981 -10.740
S 2.074 -11.158 -8.159
H 1.922 -12.974 -3.998
H 3.171 -12.360 -5.133
H 2.986 -14.117 -4.852
*
```

Calculated values
HOMO, eV: -7.170
F_max, eV/Å: 3.48
Energy relative to the best compared isomer or geometry (same formula, charge and spin), kcal/mol: 3.1
Kohn-Sham gap, eV: 7.4
DFT total energy, eV: -104311.3119

Results of the Mulliken charge analysis, in e, for atoms 1 through 6:
1. Sr 1.32
2. C -1.01
3. C -0.57
4. N -0.28
5. N 0.48
6. C -0.48

C29H41FO24 | ωB97M-V/def2-TZVPD

ORCA input file:
```
! RIJCOSX wB97M-V def2-TZVPD def2/J DEFGRID3
* xyz 0 1
C -7.045 15.474 -1.148
C -5.728 15.476 -0.618
O -5.092 15.865 -1.847
C -5.928 16.731 -2.568
O -5.401 17.467 -3.335
O -7.110 16.607 -1.970
H -7.685 15.782 -0.321
H -7.507 14.609 -1.623
H -5.239 14.537 -0.359
H -5.569 16.150 0.224
C -9.843 12.919 0.177
C -9.884 11.389 0.215
O -10.387 11.055 -1.075
C -11.049 12.076 -1.567
O -11.726 12.010 -2.592
O -10.704 13.187 -0.988
H -8.834 13.294 0.349
H -10.506 13.130 1.016
H -10.435 10.986 1.066
H -8.830 11.185 0.405
C -11.583 18.053 -1.218
C -10.126 18.525 -1.152
C -9.548 18.973 -2.444
O -8.871 20.185 -2.123
C -9.078 20.614 -0.933
O -8.613 21.692 -0.430
O -9.847 19.633 -0.322
H -11.581 17.089 -1.727
H -12.231 18.788 -1.695
H -11.784 17.781 -0.182
H -9.495 17.724 -0.766
H -10.224 19.177 -3.276
H -8.961 18.176 -2.899
C -4.946 19.841 6.752
C -6.358 20.366 6.413
C -7.371 19.274 6.051
O -8.047 19.025 7.285
C -7.893 20.106 8.117
O -8.556 20.205 9.106
O -6.960 20.972 7.566
H -5.104 18.870 7.223
H -4.493 20.484 7.507
H -4.219 19.920 5.944
H -6.257 21.031 5.556
H -6.878 18.393 5.640
H -8.209 19.580 5.424
C -8.018 15.596 5.670
C -8.181 14.564 4.593
C -7.221 14.511 3.506
O -6.462 13.271 3.732
C -6.866 12.725 4.840
O -6.487 11.638 5.317
O -7.905 13.260 5.292
H -8.922 15.553 6.278
H -7.982 16.597 5.241
H -7.066 15.375 6.153
H -9.189 14.400 4.213
H -6.508 15.321 3.353
H -7.783 14.493 2.573
C -12.396 18.846 2.724
C -10.831 18.732 2.957
C -10.628 17.768 4.157
O -10.571 16.582 3.379
C -10.146 16.742 2.196
O -10.020 15.932 1.274
O -10.129 18.091 1.915
H -12.685 19.177 1.726
H -12.834 19.506 3.472
H -12.797 17.853 2.928
H -10.411 19.718 3.160
H -11.556 17.716 4.726
H -9.640 17.936 4.586
C -17.910 20.741 3.164
C -17.519 19.221 3.347
C -16.229 18.733 2.586
O -15.472 18.429 3.711
C -16.066 18.578 4.861
O -15.676 18.287 5.962
O -17.230 19.182 4.700
H -17.587 21.455 3.921
H -18.997 20.749 3.251
H -17.818 21.063 2.126
H -18.290 18.462 3.212
H -15.891 19.465 1.852
H -16.406 17.747 2.155
C -10.396 22.850 1.961
C -11.247 23.507 3.024
O -10.454 23.329 4.177
C -9.564 22.444 4.013
O -8.634 22.161 4.765
O -9.562 21.943 2.713
F -12.340 22.908 3.152
H -9.903 23.613 1.359
H -11.003 22.327 1.221
H -11.357 24.589 2.958
*
```

Calculated values
HOMO, eV: -10.532
F_max, eV/Å: 6.99
Kohn-Sham gap, eV: 10.3
DFT total energy, eV: -82590.9570
Structure (SMILES): O=C1OC[C@@H](F)O1.C[C@H]1COC(=O)O1.C[C@H]1COC(=O)O1.C[C@H]1COC(=O)O1.C[C@H]1COC(=O)O1.C[C@H]1COC(=O)O1.O=C1OCCO1.O=C1OCCO1

Results of the Mulliken charge analysis, in e, for atoms 1 through 6:
1. C 0.44
2. C -0.22
3. O -0.44
4. C 0.59
5. O -0.50
6. O -0.22